# 1
18
Properties=species:S:1:pos:R:3 method="wB97M-V/def2-TZVPD" homo_lumo_gap_ev=8.46 max_force_ev_per_a=0.8
H -0.07619 1.61322 -1.48753
N 0.13627 0.91808 -0.77833
C 1.30176 0.99868 -0.31329
O 2.15704 1.94882 -0.75345
C 1.79048 0.07751 0.76558
C 1.14968 -1.30135 0.69742
H 3.01714 1.90475 -0.31778
H 2.88065 -0.01060 0.70203
H 1.54616 0.54383 1.72604
H 0.06876 -1.20881 0.75098
H 1.49855 -1.91871 1.52122
H 1.39906 -1.79111 -0.24068
O -3.81365 0.14925 0.63803
S -2.20542 0.52524 0.26839
P -1.76885 -0.86739 -1.24549
H -3.86311 -0.07643 1.57134
H -2.17453 -0.07500 -2.32091
H -3.04379 -1.42998 -1.18356

---

# 2
17
Properties=species:S:1:pos:R:3 method="wB97M-V/def2-TZVPD" homo_lumo_gap_ev=6.20 max_force_ev_per_a=2.7 charge=-1
C 0.45670 -0.05706 2.08294
O 1.09681 0.95262 2.69055
C -0.15591 0.58317 0.51165
C -0.20686 -0.24745 -0.73375
S -0.69464 0.67554 -2.29960
N 0.49052 1.90752 0.42338
H 1.18225 -0.93014 2.02143
H -0.64964 -0.16052 2.42405
H -1.15648 0.62649 0.87276
H -1.04866 -1.02747 -0.62858
H 0.73552 -0.71100 -1.10449
H -1.38540 1.72211 -1.69070
H 1.18799 2.10603 1.20141
H -0.21463 2.60223 0.35542
H -0.39141 -3.24745 -0.87573
H 0.81886 -3.62731 0.11895
O -0.09198 -3.85090 -0.19424

---

# 3
17
Properties=species:S:1:pos:R:3 method="wB97M-V/def2-TZVPD" homo_lumo_gap_ev=11.56 max_force_ev_per_a=3.2 charge=+1
C -1.88820 0.79304 -0.25455
C -0.79945 0.00768 0.49166
C 0.65912 0.26014 -0.23642
N 1.72072 -1.18643 0.20736
O -0.97405 -1.41310 0.31533
O 0.48519 0.20418 -1.53912
O 1.46991 1.19699 0.25298
H -2.29184 1.71182 0.30100
H -2.70045 0.09109 -0.13926
H -1.67724 1.06603 -1.32442
H -0.75175 0.24842 1.54394
H 1.34422 -2.05417 -0.08167
H 1.71097 -1.12701 1.19538
H 2.67336 -0.97155 0.08717
H -1.52064 -1.49517 -0.55861
H 1.27624 0.64823 -2.02900
H 1.42452 1.46593 1.19567

---

# 4
17
Properties=species:S:1:pos:R:3 method="wB97M-V/def2-TZVPD" homo_lumo_gap_ev=11.90 max_force_ev_per_a=3.0 charge=+1
O 1.87084 0.96445 -0.80303
C 0.53667 1.26032 -0.84817
C 0.03937 0.90026 0.56891
N 0.11221 -0.56550 0.78684
C -1.00158 -1.11023 1.60521
O 0.06752 1.99242 -1.65930
H 2.25253 1.40290 -1.57736
H -0.97595 1.24449 0.74084
H 0.61819 1.55258 1.21453
H 0.08821 -1.00292 -0.15579
H 0.97155 -0.85618 1.25458
H -1.05656 -2.19000 1.61924
H -1.94906 -0.63204 1.36148
H -0.91636 -0.70841 2.61684
H -0.80851 -0.21201 -2.13312
H 0.34157 -1.12064 -2.68483
O -0.19065 -0.91950 -1.90688

---

# 5
17
Properties=species:S:1:pos:R:3 method="wB97M-V/def2-TZVPD" homo_lumo_gap_ev=11.83 max_force_ev_per_a=1.6 charge=+1
C -0.94878 0.58897 0.65327
C -1.56385 -0.50341 -0.21807
C -0.45986 -1.38716 -0.73604
O -0.57836 -2.65234 -0.31719
O 0.44579 -0.99944 -1.43713
N 0.00433 1.42892 -0.14431
H -1.66659 1.28885 1.06872
H -0.39005 0.10054 1.43782
H -2.16346 -0.15271 -1.06644
H -2.26834 -1.06568 0.37234
H 0.21595 -3.15261 -0.57487
H 0.13132 1.02321 -1.08904
H 0.97805 1.31046 0.20112
H -0.27536 2.38667 -0.29348
H 2.77163 -0.20027 0.82771
H 3.25147 1.29308 0.73910
O 2.51612 0.69291 0.57647

---

# 6
18
Properties=species:S:1:pos:R:3 method="wB97M-V/def2-TZVPD" homo_lumo_gap_ev=9.51 max_force_ev_per_a=1.6 charge=+1
O -0.72971 2.66801 0.15640
C -0.72699 1.68396 0.85654
O -1.60634 1.42667 1.79417
C 0.39227 0.63226 0.67798
C -0.04393 -0.80165 0.41034
S -0.92815 -1.62785 1.77317
N 1.10751 1.09867 -0.53972
H -2.28829 2.12702 1.77971
H 1.07302 0.71743 1.52746
H -0.52626 -0.89933 -0.55371
H 0.85009 -1.43709 0.33683
H -2.14436 -1.18403 1.43666
H 1.14010 2.11629 -0.64235
H 2.08328 0.78294 -0.56863
H 0.66800 0.74454 -1.40174
H 0.96645 -2.58559 -3.00947
H 0.16991 -3.14639 -1.84802
O 0.54341 -2.31586 -2.18561

---

# 7
16
Properties=species:S:1:pos:R:3 method="wB97M-V/def2-TZVPD" homo_lumo_gap_ev="8.27 / 6.12" max_force_ev_per_a=3.5 spin_multiplicity=3 s_squared=2.008
C 4.27240 -0.45357 0.20957
C -3.64494 -1.61668 -0.21282
C 3.09108 -0.40321 -0.41531
N -0.19620 2.35822 0.06578
O -2.44249 0.80018 0.16107
P -3.43921 -0.07841 0.73634
H 4.36473 -1.12050 1.11222
H -0.88726 3.09201 0.50298
H 5.02263 0.10578 -0.23921
H -3.34567 -1.63065 -1.22047
H -3.04868 -2.35673 0.25918
H -4.68194 -1.69971 -0.17596
H 2.98946 0.30825 -1.26042
H 2.13547 -1.01443 -0.12169
H 0.63575 2.20555 0.65509
H -0.82514 1.50389 -0.05634

---

# 8
16
Properties=species:S:1:pos:R:3 method="wB97M-V/def2-TZVPD" homo_lumo_gap_ev=5.91 max_force_ev_per_a=1.0 charge=-1
C -0.80644 -1.36765 -0.87250
C -1.29157 -0.25373 0.03601
S -3.14249 -0.03976 -0.04588
H -0.99580 -1.06600 -1.90169
H -1.30703 -2.31190 -0.67725
H 0.27450 -1.40461 -0.74851
H -1.09006 -0.40985 1.09324
H -0.87922 0.70578 -0.26485
H -3.14300 0.54049 -1.25294
N 3.89829 0.52680 0.94311
C 2.78426 0.32815 -0.08705
O 1.63936 0.89502 0.24268
H 3.92866 1.54377 1.01406
H 3.39072 0.30518 1.80703
H 3.22668 0.75959 -1.02101
H 2.80758 -0.78300 -0.23017

---

# 9
16
Properties=species:S:1:pos:R:3 method="wB97M-V/def2-TZVPD" homo_lumo_gap_ev=5.73 max_force_ev_per_a=4.2 charge=-1
C 0.75045 -0.75455 0.48417
C -0.30328 -1.82577 0.85712
S -1.82137 -1.72090 -0.27959
C 0.28096 0.68158 0.98695
N 0.19211 1.70462 -0.16232
H 1.05504 -0.60265 -0.67210
H 1.85163 -0.96596 0.96023
H -0.57087 -1.60907 1.95270
H -0.09444 -2.94026 0.94142
H 1.11224 0.99220 1.74759
H -0.49730 0.47011 1.76322
H 0.95917 2.42844 0.03896
H 0.29621 1.22001 -1.10281
H -0.77280 1.09869 -3.27266
H -1.29602 1.28384 -1.78422
O -1.14170 0.53966 -2.45868

---

# 10
16
Properties=species:S:1:pos:R:3 method="wB97M-V/def2-TZVPD" homo_lumo_gap_ev=7.26 max_force_ev_per_a=4.2 charge=-1
C 0.04654 1.00970 0.89231
C 1.32185 0.15199 0.99367
S 1.28452 -1.43243 0.19882
C -0.31261 1.43476 -0.55694
N -1.79104 1.80030 -0.53985
H -0.53700 0.26760 1.50014
H 0.11550 1.93667 1.56066
H 2.20185 0.82643 0.91995
H 1.29136 -0.03841 2.07672
H 0.46805 2.30486 -0.61747
H 0.06003 0.67888 -1.19474
H -1.94963 2.40260 0.25811
H -2.33392 0.94895 -0.48790
H -1.84960 -1.92327 -0.49282
H -0.42783 -1.31299 -0.68875
O -1.42355 -1.41915 -1.27629

---

# 11
16
Properties=species:S:1:pos:R:3 method="wB97M-V/def2-TZVPD" homo_lumo_gap_ev=6.49 max_force_ev_per_a=2.1 charge=-1
C 1.61456 1.27069 -0.79360
S 1.47325 -0.19459 -1.91664
C -0.07635 -0.88302 -1.21905
H 2.13003 0.87918 0.06825
H 2.07150 2.10180 -1.31876
H 0.62496 1.60027 -0.47756
H -1.00318 -0.53704 -1.74294
H -0.16307 -0.32822 -0.26617
H -0.20098 -1.95314 -1.09011
N -2.69837 -0.18234 1.56837
C -1.32433 -0.05573 2.43032
O -0.28692 -0.07648 1.64081
H -2.67344 0.68174 1.02848
H -3.43960 -0.07062 2.26599
H -1.43770 -0.95716 3.07652
H -1.49735 0.85342 3.04755

---

# 12
17
Properties=species:S:1:pos:R:3 method="wB97M-V/def2-TZVPD" homo_lumo_gap_ev=9.47 max_force_ev_per_a=1.3 charge=+1
C -1.01408 -1.94467 -0.73149
C -0.76051 0.37841 0.28212
C -0.11946 -0.89264 -0.21624
N 2.38252 1.11315 0.89352
O 1.09700 -0.96971 -0.13387
S -2.51303 0.35698 0.76608
S -0.27314 1.76817 -0.85374
H -0.46340 -2.74685 -1.20970
H -1.74985 -1.52500 -1.41566
H -1.57287 -2.34679 0.11724
H -0.27550 0.65326 1.22579
H 2.00407 1.94726 0.43403
H 2.29086 1.17361 1.90648
H 3.37772 1.02331 0.64924
H 1.87128 0.22084 0.48494
H -3.04583 0.17644 -0.44329
H -1.23577 1.61421 -1.75545

---

# 13
15
Properties=species:S:1:pos:R:3 method="wB97M-V/def2-TZVPD" homo_lumo_gap_ev=9.89 max_force_ev_per_a=5.9 smiles=CCN(C)P
C 0.49626 1.87001 -0.19604
C -0.05754 0.49847 -0.57985
N 0.14825 -0.58804 0.37664
C 0.48596 -2.04630 -0.34768
P -0.95042 -0.61527 1.68175
H 1.23911 2.25375 -0.95804
H -0.29998 2.60352 -0.01471
H 1.03985 1.73545 0.83082
H -1.22122 0.51493 -0.78619
H 0.36716 0.04505 -1.56937
H -0.43256 -2.17253 -0.86290
H 1.23456 -1.84328 -1.00597
H 0.70754 -2.74109 0.42295
H -2.06376 -0.15453 1.05998
H -0.69320 0.63986 1.94863

---

# 14
16
Properties=species:S:1:pos:R:3 method="wB97M-V/def2-TZVPD" homo_lumo_gap_ev=8.57 max_force_ev_per_a=3.7 charge=+1
C 2.57253 -0.17997 1.04098
C -0.48000 -0.69578 -0.67656
C -1.87801 -0.45581 -1.29884
N 0.47288 0.44851 -0.84608
P 1.15935 -0.52234 1.86784
P -0.77161 -1.03640 1.15309
H 3.40440 0.15250 1.69909
H 2.64634 0.09938 -0.02052
H -0.03978 -1.73044 -1.17321
H -2.53861 -1.10232 -0.86931
H -1.90147 -0.81564 -2.38637
H -2.22103 0.52082 -1.14362
H -0.12374 1.33776 -0.74136
H 0.60527 0.48049 -1.82058
H 1.55251 -1.08390 3.10258
H -1.34983 0.24876 1.39198

---

# 15
15
Properties=species:S:1:pos:R:3 method="wB97M-V/def2-TZVPD" homo_lumo_gap_ev="2.50 / 6.27" max_force_ev_per_a=3.5 spin_multiplicity=2 charge=-2 s_squared=0.751
C -1.92480 2.37748 1.17754
S -2.17732 2.17498 -0.52061
H -2.92065 2.93735 1.63519
H -0.97156 2.86605 1.37252
H -1.81197 1.51157 1.84488
C 0.60754 -2.31813 -0.67672
N 0.79494 -1.14602 0.19989
C 1.53564 -0.04546 -0.56724
H 1.54457 -2.53197 -1.23253
H -0.11572 -2.26674 -1.43775
H 0.42701 -3.25420 -0.11127
H -0.08428 -0.84340 0.59342
H 2.59471 -0.28952 -0.51709
H 1.13635 -0.17960 -1.55208
H 1.36553 1.00761 -0.20815

---

# 16
15
Properties=species:S:1:pos:R:3 method="wB97M-V/def2-TZVPD" homo_lumo_gap_ev=7.53 max_force_ev_per_a=4.6 charge=+1
C -0.85439 0.33853 1.49422
N -0.63299 -0.07934 2.79242
H -1.85493 0.12320 1.11380
H -0.85754 1.48474 1.43409
H 0.01007 -0.90412 3.03585
H -0.67716 0.60818 3.51981
C -0.99724 -0.70024 -1.48133
S 0.47987 -0.01297 -0.00999
C 1.99674 0.38407 -1.69609
H -1.72278 0.10509 -1.54637
H -1.21981 -1.69878 -1.00160
H -0.33665 -0.90130 -2.35787
H 1.67895 -0.40931 -2.31070
H 2.01226 1.51361 -1.75721
H 2.97560 0.14863 -1.22903

---

# 17
15
Properties=species:S:1:pos:R:3 method="wB97M-V/def2-TZVPD" homo_lumo_gap_ev=11.22 max_force_ev_per_a=3.2 charge=+1
C 1.49667 -0.19960 0.91002
N 1.91388 -1.38224 0.08149
H 1.12142 -0.43281 1.93706
H 2.34072 0.49172 1.06631
H 2.87313 -1.35250 0.42297
H 2.02695 -0.86040 -0.77699
C -1.96156 0.31053 -1.57519
C -1.26986 -0.40186 -0.41593
S -0.14602 0.75501 0.62024
H -3.02476 0.15833 -1.62280
H -1.67305 0.32980 -2.71499
H -1.82454 1.41344 -1.46012
H -1.94048 -0.79348 0.41031
H -0.52806 -1.09199 -0.72786
H -0.02368 1.47906 -0.54157

---

# 18
16
Properties=species:S:1:pos:R:3 method="wB97M-V/def2-TZVPD" homo_lumo_gap_ev="5.13 / 7.81" max_force_ev_per_a=3.0 spin_multiplicity=2 s_squared=0.753
N 0.96811 -0.57775 -1.21624
C 1.30619 0.50533 -0.23536
C 2.55936 1.28347 -0.59914
C 0.08056 1.33005 0.13270
S -1.57882 0.52060 0.38833
S -1.07297 -1.69075 0.59750
H 1.80058 -1.10421 -1.45225
H 0.49376 -0.17050 -2.01900
H 0.17302 -1.14339 -0.62549
H 1.57916 0.00235 0.69662
H 2.86237 1.18245 -1.64791
H 3.46786 0.98237 -0.06817
H 2.46141 2.34255 -0.35678
H -0.01758 2.18117 -0.55163
H 0.20249 1.74764 1.13224
H -0.30329 -1.75746 1.71461

---

# 19
16
Properties=species:S:1:pos:R:3 method="wB97M-V/def2-TZVPD" homo_lumo_gap_ev=7.74 max_force_ev_per_a=1.8 charge=+1
C 1.33815 1.57798 0.77681
C 1.37730 0.05608 0.62144
S 1.42165 -0.42172 -1.14281
S 0.58174 -2.32359 -1.02710
H 0.44838 2.02880 0.32620
H 2.21856 2.01964 0.29970
H 1.33893 1.83830 1.83548
H 0.47265 -0.37584 1.05917
H 2.20585 -0.38391 1.17045
H 1.65263 -2.94181 -0.46058
C -2.69397 -0.54585 -0.50804
N -1.69404 0.20331 -0.77727
H -3.54306 -0.13264 0.00730
H -2.60633 -1.57950 -0.83349
H -0.71576 -0.17836 -0.90602
H -1.80266 1.15911 -0.44123

---

# 20
17
Properties=species:S:1:pos:R:3 method="wB97M-V/def2-TZVPD" homo_lumo_gap_ev=7.86 max_force_ev_per_a=3.4 charge=+1
C -1.28181 1.60434 0.52463
C 0.53817 -0.19888 -1.53173
C -1.15312 0.18732 0.85717
N 0.90743 -0.36169 -0.07718
S -2.14596 -1.03898 0.14501
S 2.12450 0.77812 0.39412
S 1.01973 -2.01451 0.31960
H -2.26736 1.66706 0.13084
H -0.56911 2.12653 -0.07264
H -1.31023 2.12976 1.46317
H 1.48484 -0.03091 -2.02107
H 0.11321 -1.20341 -1.81899
H -0.24277 0.63884 -1.62410
H -0.65779 -0.04160 1.76532
H -1.75743 -2.05513 0.86243
H 2.88719 -0.24802 0.45758
H 2.31051 -1.93884 0.22584